A cluster of 6 separate species, C6H23NO6 in total in a non-equilibrium geometry, computed with ωB97M-V/def2-TZVPD.

Last column: natural (NBO) charge in e.
Positions of all 36 atoms, in Å:
C: -2.32422 -0.18532 -1.69130  -0.638
C: -0.95283 0.42271 -2.07205  -0.226
N: 0.25890 -0.27567 -1.53606  -0.646
C: 3.38810 0.70734 0.31005  -0.626
C: 2.33626 -0.07065 -0.45860  -0.415
C: 0.91903 0.45950 -0.43168  -0.159
C: 0.13456 0.36355 0.90720  0.461
O: -0.96037 -0.10469 1.01642  -0.556
H: -2.71453 0.30212 -0.78806  0.218
H: -3.00431 -0.04998 -2.52560  0.209
H: -2.30411 -1.18775 -1.28954  0.200
H: -0.80882 0.36651 -3.16125  0.188
H: -0.98531 1.45870 -1.73490  0.199
H: 0.11175 -1.27084 -1.45189  0.373
H: 3.80108 0.04997 1.08836  0.224
H: 4.03625 1.27242 -0.33136  0.217
H: 2.89456 1.44026 0.96380  0.200
H: 2.66023 -0.21476 -1.49852  0.221
H: 2.41921 -1.13988 -0.16852  0.219
H: 0.90597 1.50025 -0.78699  0.208
H: 0.75046 0.53868 1.83199  0.121
H: 1.53498 -2.57038 3.63482  0.467
H: 0.04674 -2.26928 3.24618  0.491
O: 0.98149 -2.23568 2.93421  -0.994
H: -2.10182 -2.14283 0.67360  0.492
H: -3.43575 -2.46805 1.39788  0.485
O: -2.49166 -2.71415 1.33338  -0.945
H: 1.92970 2.02634 -2.78308  0.469
H: 3.39282 2.12886 -3.15809  0.468
O: 2.57662 2.64013 -3.13544  -0.934
H: -1.31292 -0.94006 3.55147  0.473
H: -1.83857 -2.17787 2.88173  0.498
O: -1.58097 -1.83506 3.77296  -0.965
H: -2.52129 3.44301 0.10661  0.477
H: -3.11078 2.25052 -0.72031  0.474
O: -2.63046 2.48203 0.07257  -0.947

Force components x, y, z for each atom (eV/Å):
C 0.211 0.899 0.839
C 0.283 -1.620 -0.095
N -1.181 2.065 -0.030
C -1.293 0.079 1.732
C 1.236 -1.231 0.116
C -1.134 -1.345 -1.466
C 2.155 -0.816 0.251
O -0.593 0.002 -0.108
H -0.007 0.303 -0.425
H -0.310 -0.340 0.032
H 0.295 -0.744 -0.806
H -0.441 0.360 0.176
H 0.412 -0.002 -0.185
H 0.093 0.061 0.553
H 0.859 0.260 -0.710
H 0.778 -0.102 -0.015
H -0.041 0.222 -0.311
H -0.414 0.708 0.000
H -0.698 0.506 0.420
H 0.187 0.007 0.465
H -0.382 0.422 -0.406
H 0.020 -0.163 0.332
H 0.700 -0.086 0.239
O -0.335 0.235 -0.551
H 0.121 0.463 -0.234
H 0.751 -0.103 -0.172
O -0.900 -0.338 0.308
H -0.207 -0.197 0.018
H -0.026 0.070 -0.042
O 0.200 0.038 0.019
H -0.075 0.400 0.140
H -0.236 0.013 0.515
O -0.018 -0.259 -0.630
H -0.229 -0.338 -0.240
H -0.193 0.271 -0.289
O 0.411 0.302 0.559

Calculated values
**Gap between HOMO and LUMO**: 9.32 eV
**SMILES**: CCN[C@@H](C=O)CC.O.O.O.O.O
**Relative energy (zero: lowest compared OMol25 entry of this formula, charge and spin)**: 53.3 kcal per mole
**Molecular weight**: 205.3 g mol⁻¹
**Largest force on an atom**: 0.0463 hartree/bohr
**Total charge**: 0

A cluster of 13 separate species, C32H73N5O19 in total in a non-equilibrium geometry, computed with ωB97M-V/def2-TZVPD.

Last column: Löwdin charge in e.
Positions of all 129 atoms, in Å:
C: -4.81140 3.73705 1.31444  -0.151
O: -4.74377 4.77225 2.29017  -0.119
H: -5.84002 3.38773 1.20343  0.074
H: -4.28035 3.95859 0.39057  0.079
H: -4.29518 2.88662 1.78098  0.057
H: -4.45574 5.58766 1.87416  0.072
C: -1.23820 0.18746 5.98973  -0.147
O: -1.85823 1.45489 6.24201  -0.129
H: -1.35973 -0.47298 6.85159  0.079
H: -1.78494 -0.28081 5.15577  0.061
H: -0.24040 0.44250 5.64224  0.062
H: -2.76211 1.29988 6.52924  0.067
C: -4.58707 2.14646 -2.43403  -0.179
O: -5.34931 0.97654 -2.57107  -0.129
H: -3.60114 1.99474 -1.97744  0.066
H: -4.44812 2.56965 -3.42658  0.078
H: -5.06951 2.90023 -1.80502  0.074
H: -5.58519 0.60070 -1.71089  0.033
C: 4.40224 -3.42588 0.72296  -0.167
O: 4.45297 -4.56179 -0.11688  -0.114
H: 4.80424 -2.52754 0.24678  0.072
H: 3.35874 -3.20825 0.95763  0.058
H: 4.82253 -3.58482 1.72271  0.073
H: 5.36178 -4.87743 -0.12561  0.083
C: 1.56476 -2.93638 4.50257  -0.153
O: 2.39646 -3.38825 3.44444  -0.129
H: 1.48086 -3.74636 5.23679  0.082
H: 1.95087 -2.06605 5.04155  0.068
H: 0.58848 -2.73481 4.06739  0.078
H: 3.27889 -3.55221 3.78924  0.070
C: -1.72565 0.97734 0.15655  -0.002
C: -0.49555 0.60313 0.96664  -0.272
C: -0.48214 -0.72117 1.73289  -0.082
O: 0.70579 -1.40109 1.34931  0.055
C: 1.32837 -0.69896 0.38323  -0.552
O: 2.29651 -1.01347 -0.23890  0.124
O: 0.66516 0.45135 0.13582  0.070
H: -1.44323 1.59529 -0.69188  0.052
H: -2.38112 1.57801 0.78950  0.077
H: -2.28373 0.08967 -0.14590  0.075
H: -0.27729 1.39143 1.69076  0.144
H: -1.34090 -1.32281 1.40694  0.129
H: -0.59045 -0.62043 2.81130  0.117
C: 0.27488 3.16905 -2.13047  -0.018
C: -0.33615 4.18310 -3.06361  -0.295
C: -0.93953 3.56576 -4.33416  -0.070
O: -2.27133 4.09037 -4.37415  0.061
C: -2.57559 4.65915 -3.18646  -0.591
O: -3.63885 5.05122 -2.86394  0.165
O: -1.46289 4.78307 -2.44383  0.092
H: 1.25529 2.81170 -2.45066  0.073
H: -0.39750 2.32741 -1.96097  0.056
H: 0.49163 3.63082 -1.16528  0.092
H: 0.39665 4.94761 -3.32587  0.156
H: -1.02237 2.47786 -4.26722  0.122
H: -0.44687 3.78157 -5.27906  0.135
C: 6.01513 1.83976 -1.92316  -0.020
C: 4.74539 1.27227 -1.30043  -0.304
C: 4.86532 1.05004 0.22371  -0.083
O: 4.22666 2.18975 0.78259  0.077
C: 3.52397 2.81868 -0.15703  -0.565
O: 2.82523 3.77770 0.01087  0.155
O: 3.73635 2.27028 -1.36898  0.066
H: 6.89452 1.19274 -1.89435  0.088
H: 6.35843 2.70018 -1.33383  0.094
H: 5.86859 2.21023 -2.93590  0.088
H: 4.50709 0.33067 -1.79598  0.113
H: 5.93596 1.04794 0.44501  0.131
H: 4.38716 0.16108 0.63229  0.110
C: 1.52965 -1.35866 -5.07901  -0.345
O: 0.49191 -0.93198 -5.56304  -0.004
N: 2.12973 -0.82203 -3.99581  -0.163
C: 3.19989 -1.55618 -3.36912  -0.055
C: 1.69459 0.36957 -3.31065  -0.052
H: 2.05790 -2.21483 -5.51363  0.131
H: 3.56589 -2.42253 -3.91130  0.096
H: 2.98316 -1.93560 -2.36096  0.060
H: 4.01010 -0.84085 -3.15625  0.071
H: 2.49968 1.11259 -3.39400  0.091
H: 0.79518 0.76713 -3.76892  0.075
H: 1.59696 0.19990 -2.23530  0.073
C: 2.31475 0.59490 3.79541  -0.344
O: 1.37127 1.36175 3.78113  0.021
N: 3.56445 0.85908 4.21019  -0.177
C: 4.60651 -0.12838 4.09738  -0.067
C: 3.90876 2.15597 4.79969  -0.014
H: 2.22684 -0.43771 3.41544  0.117
H: 4.91606 -0.65035 5.00808  0.088
H: 5.54909 0.33592 3.78829  0.088
H: 4.35781 -0.85898 3.32808  0.077
H: 3.00669 2.74704 4.91571  0.088
H: 4.36452 2.02205 5.78057  0.090
H: 4.61863 2.60818 4.10662  0.092
C: -3.34359 -2.18013 -1.85155  -0.338
O: -3.03192 -2.60987 -0.74636  -0.031
N: -2.49869 -1.54885 -2.67614  -0.153
C: -2.95967 -0.96260 -3.92605  -0.034
C: -1.10383 -1.32783 -2.33081  -0.026
H: -4.37067 -2.23231 -2.23637  0.140
H: -3.85816 -1.46276 -4.28880  0.091
H: -2.28807 -0.92973 -4.78241  0.088
H: -3.26353 0.06512 -3.70976  0.069
H: -1.01570 -0.24049 -2.36401  0.083
H: -0.99784 -1.66583 -1.30074  0.070
H: -0.34531 -1.81962 -2.93647  0.081
C: 0.06358 -4.38022 -3.28204  -0.353
O: 0.68899 -4.30614 -4.32323  0.007
N: 0.61938 -4.54445 -2.07159  -0.172
C: 2.04023 -4.62968 -1.84905  -0.050
C: -0.16042 -4.38982 -0.85936  -0.053
H: -1.02119 -4.21552 -3.20167  0.134
H: 2.20423 -5.42434 -1.12105  0.088
H: 2.41900 -3.69629 -1.42351  0.059
H: 2.61751 -4.81768 -2.74929  0.094
H: 0.07362 -3.48648 -0.29371  0.077
H: -1.23846 -4.43079 -1.01360  0.078
H: 0.03400 -5.25014 -0.21035  0.093
C: -6.30262 0.36016 1.14757  -0.302
O: -5.56072 0.60945 0.21311  0.003
N: -5.87077 0.05266 2.38976  -0.182
C: -6.80973 -0.46344 3.37005  -0.059
C: -4.47342 -0.04318 2.75958  -0.036
H: -7.40073 0.33049 1.05960  0.145
H: -6.75345 -1.55540 3.43848  0.092
H: -7.85365 -0.25446 3.14516  0.086
H: -6.56438 -0.05505 4.35040  0.089
H: -4.31935 -1.08495 3.05531  0.097
H: -3.83742 0.23436 1.92443  0.060
H: -4.22263 0.59211 3.61158  0.092

Force components x, y, z for each atom (eV/Å):
C 0.456 -0.790 1.178
O -0.042 0.299 -0.204
H -0.018 0.367 -0.536
H -0.375 0.151 -0.163
H 0.052 -0.045 -0.266
H -0.067 -0.008 -0.042
C -1.311 0.652 -0.640
O 0.100 -0.067 0.175
H 0.692 0.008 0.025
H 0.309 -0.184 0.003
H 0.186 -0.447 0.382
H 0.014 0.037 0.014
C -0.087 0.376 0.341
O -0.088 -0.552 -0.331
H 0.153 -0.308 -0.055
H -0.029 -0.004 0.001
H -0.179 0.002 -0.124
H 0.213 0.458 0.157
C -0.871 0.332 0.507
O 0.375 -0.042 0.192
H 0.252 -0.065 0.050
H -0.076 -0.089 -0.379
H 0.525 -0.114 -0.233
H -0.063 -0.046 -0.098
C 0.182 -0.794 0.335
O 0.193 0.445 -0.204
H -0.324 0.146 0.055
H -0.018 0.151 -0.259
H 0.023 0.120 0.093
H -0.048 -0.059 0.046
C -0.050 -0.414 0.599
C 0.497 0.501 0.844
C -1.942 -0.454 -0.325
O 0.751 0.092 -0.118
C -1.229 0.899 -0.121
O 0.455 -0.439 0.357
O 0.446 -0.150 -0.354
H -0.104 -0.158 0.092
H -0.043 0.016 -0.071
H 0.018 0.077 -0.281
H 0.186 0.152 -0.246
H 0.189 -0.181 -0.068
H 0.615 0.154 0.036
C 0.367 0.196 0.593
C 0.511 -0.553 -0.599
C -0.382 -0.426 -0.096
O -0.204 -0.078 -0.040
C 1.063 0.097 -0.619
O -0.904 0.219 0.215
O -0.075 0.162 0.625
H -0.206 -0.020 -0.338
H 0.138 0.051 -0.259
H -0.181 0.067 0.016
H -0.136 0.201 0.167
H 0.060 -0.024 0.136
H 0.101 0.315 0.124
C 0.563 0.777 0.575
C 0.956 -0.401 0.436
C 0.714 -0.142 -0.461
O 0.251 -0.063 0.557
C -0.689 1.195 -0.415
O 0.404 -0.692 0.129
O -0.454 -0.395 -0.539
H -0.387 -0.503 -0.150
H -0.294 0.107 -0.030
H -0.171 -0.234 -0.067
H -0.698 0.391 0.013
H -0.182 0.082 0.506
H -0.051 -0.075 -0.329
C -1.065 0.566 -0.296
O 0.260 0.033 0.007
N 0.298 -1.275 0.198
C 0.871 0.510 1.194
C 0.614 0.282 -0.087
H 0.056 -0.108 0.169
H -0.111 0.237 -0.533
H -0.599 0.166 -0.259
H 0.186 -0.376 -0.542
H -0.161 0.104 -0.113
H -0.072 -0.154 0.044
H -0.363 -0.130 -0.172
C -0.080 -0.347 -0.483
O -0.083 0.067 0.195
N 0.103 0.240 0.827
C 0.862 -0.086 -0.365
C 0.036 -0.600 -0.433
H -0.009 -0.035 -0.077
H -0.637 0.030 0.296
H -0.203 0.261 -0.280
H -0.137 -0.090 0.094
H -0.001 0.068 -0.215
H 0.098 -0.070 -0.015
H -0.019 0.449 0.238
C 0.242 0.170 0.470
O -0.140 -0.120 0.006
N 0.723 -0.781 -1.413
C -1.086 0.736 -0.044
C -0.751 0.584 0.902
H -0.022 -0.055 -0.079
H -0.036 -0.112 0.236
H 0.682 -0.449 0.513
H -0.001 0.075 -0.202
H 0.711 -0.018 -0.006
H 0.161 0.086 0.038
H -0.337 0.023 -0.437
C 0.371 0.670 0.021
O -0.095 -0.201 -0.227
N -0.425 0.242 0.430
C 0.252 0.007 0.252
C -0.298 -0.880 0.408
H -0.162 -0.239 -0.228
H 0.270 0.042 -0.052
H -0.103 -0.083 0.135
H -0.330 -0.154 -0.178
H 0.155 0.091 -0.147
H 0.073 0.310 -0.438
H 0.213 0.115 0.109
C 0.629 -0.329 0.163
O -0.111 0.156 -0.058
N -0.869 0.296 0.123
C 0.108 -0.329 0.277
C -0.124 -0.377 -0.059
H 0.076 0.064 -0.043
H 0.233 0.000 0.019
H 0.125 0.392 -0.227
H -0.128 0.055 0.023
H 0.449 0.036 -0.089
H -0.112 -0.154 -0.104
H -0.222 0.114 0.003

Calculated values
**Gap between HOMO and LUMO**: 8.98 eV
**Relative energy (zero: lowest compared OMol25 entry of this formula, charge and spin)**: 14.6 kcal per mole
**Molecular weight**: 832.0 g mol⁻¹
**Largest force on an atom**: 0.0393 hartree/bohr
**Total charge**: 0